Entry a
49
Properties=species:S:1:pos:R:3 method="wB97M-V/def2-TZVPD" charge=+2 multiplicity=2 lumo_energy_ev="-6.029 / -12.757"
O 0.94861 0.28483 -2.93002
H 0.21846 0.40602 -3.55016
H 2.35824 -1.71199 -2.08799
O -0.00603 -1.58017 1.58852
H 2.68330 1.00829 -2.43374
H 2.66583 4.19604 -1.48802
O 3.62025 0.71351 -2.38865
H -2.60455 0.36524 -1.37162
H 0.37232 -5.39549 2.85925
O -1.83369 0.55684 -1.93342
H -2.19606 0.79934 -2.78824
H 0.49999 3.11439 3.27621
O -3.41906 -0.15404 0.20806
H 0.82695 -1.15133 1.80921
H -4.11505 0.02584 0.86508
O 2.51549 0.63887 -0.05010
H 1.90833 1.38610 -0.18304
H -0.66305 -4.42991 2.00796
O -1.87800 1.73691 1.34940
H -3.80326 3.34423 1.58532
H -2.09235 2.28825 0.57218
O -4.23089 -1.78151 -2.58680
H 2.66986 -1.60503 -3.59771
H -3.76543 -2.60174 -2.75645
O -0.44460 -5.00240 2.71939
H 0.50618 0.17865 -2.08402
O 2.37072 3.39819 -1.94363
H -2.27865 -2.91826 0.67083
H 2.00881 3.73392 -2.76132
O -1.71796 -2.32647 0.16698
H -1.53168 -2.31494 -0.76664
H 5.95822 -0.12209 -0.26395
O -0.91245 -1.64847 4.16474
H 3.67767 0.36919 -1.40080
H 4.58903 0.23397 0.57426
O 0.41440 3.04921 2.32267
H 0.02510 2.16967 2.21252
H -1.56357 -2.17399 3.69225
O 5.01941 0.04970 -0.26445
H -0.21937 -2.21941 4.51417
H 1.77235 0.11581 0.34828
O 3.06902 -1.65778 -2.72900
H -2.61536 -0.61404 0.45823
H 3.58136 -0.42928 -2.61753
O -3.52393 3.66607 2.44801
H -3.62968 -1.08246 -2.84278
H -0.46545 -1.58702 2.47024
H -2.14085 2.28787 2.13453
H -3.64681 4.61034 2.45552

***

Entry b
49
Properties=species:S:1:pos:R:3 method="wB97M-V/def2-TZVPD" charge=+2 multiplicity=2 lumo_energy_ev="-6.060 / -13.458"
O -1.87167 -1.16295 2.89838
H -1.33433 -1.36100 2.07215
H -2.77552 -1.51570 2.74234
O 3.49071 1.67682 -1.08725
H -0.19203 2.43214 0.30375
H 2.67580 -0.42134 4.74990
O -0.67262 2.05514 -0.44137
H -0.05228 2.07221 -1.19865
H -1.16693 1.98511 2.81588
O 1.77064 -0.96114 -3.86516
H 1.21183 -1.77313 -3.81952
H -4.30411 0.87434 0.83970
O -2.90787 0.55984 -2.35651
H 3.79743 1.71825 -0.17613
H -3.35901 0.19970 -3.13488
O -3.24950 2.58023 0.69659
H -2.79872 2.35225 -0.14339
H -1.87745 -0.07788 2.63179
O -0.80942 -3.30363 -4.04948
H -1.76613 -3.39964 -4.07701
H -0.41173 -4.15812 -4.23378
O -1.12657 3.27851 3.72596
H 2.66015 -1.38539 -3.75813
H -2.07544 3.45394 3.60718
O -1.45877 1.17226 2.25225
H -2.30791 -0.17760 -2.21417
O 1.71750 -0.34349 4.85298
H 3.35606 -2.39181 -1.01898
H 1.39796 0.44669 5.27985
O 3.62278 -2.24777 -1.94876
H 4.11537 -1.40058 -1.99378
H -0.47171 -0.16154 0.28394
O 1.12859 1.61170 -2.67199
H -3.23959 3.54740 0.67554
H -0.47185 -1.62559 -0.03445
O -4.83523 0.16403 1.20908
H -5.71213 0.50207 1.40853
H 2.02109 1.38416 -2.97059
O -0.97894 -0.97613 0.46107
H 0.40510 1.07671 -3.01401
H -2.21287 1.47456 1.69639
O 4.69698 -0.78465 0.82663
H 4.99046 0.13176 0.86770
H 5.48929 -1.27403 0.53357
O 1.54235 -3.47536 -0.48463
H 1.30011 -3.00355 -1.26975
H 2.68297 2.19749 -1.15827
H -0.63524 3.81468 3.09345
H 0.95538 -4.01129 0.03900

***

Which structure wins on stability? entry b wins.

***

Entry a
29
Properties=species:S:1:pos:R:3 method="wB97M-V/def2-TZVPD" charge=+1 smiles="C[C@H]1C[C@@]23C=CC=C[C@@]2(C=C3)[N@@H+]1C" lumo_energy_ev=-2.838
C -1.71421 2.01120 1.24414
C -0.56422 1.13101 1.06172
C -0.77587 -0.38469 1.41020
C 0.27041 -1.07004 0.67462
C 0.15667 -2.51516 0.38389
C 0.00488 -3.04428 -0.81177
C 0.10702 -2.13326 -1.97479
C 0.40748 -0.85133 -1.89606
C 0.68836 -0.17593 -0.54840
C 2.05819 -0.16973 -0.03519
C 1.74869 -0.89343 1.05919
N -0.17525 1.07920 -0.34763
C 0.34180 2.36466 -0.84762
H -2.24795 2.28785 0.32789
H -1.41018 3.01551 1.50379
H -2.53175 1.61849 1.89901
H 0.23205 1.39963 1.62856
H -0.94309 -0.51066 2.44813
H -1.64420 -0.67047 0.99990
H -0.17943 -3.24500 1.18167
H -0.06161 -4.04956 -1.05355
H -0.06096 -2.60842 -2.95471
H 0.36567 -0.12989 -2.74218
H 3.00314 0.14929 -0.48530
H 2.36009 -1.36896 1.81223
H -0.91317 0.74083 -1.02398
H 1.31502 2.32529 -0.49568
H 0.41421 2.48968 -1.96891
H -0.25178 3.20816 -0.44917

***

Entry b
29
Properties=species:S:1:pos:R:3 method="wB97M-V/def2-TZVPD" charge=+1 lumo_energy_ev=-4.057
C 0.91887 -1.97836 -0.53812
C -0.08712 -2.09827 0.51906
C -1.91992 0.97161 0.82981
C -0.93889 1.79917 0.48819
C 1.84328 -1.02809 -0.62133
C -1.15159 -1.30784 0.48444
C -2.12369 -0.45756 0.42430
C 0.26271 1.54546 -0.41640
C 1.48611 1.14581 0.36226
C -3.55017 -0.82331 -0.03202
C -0.29214 0.95690 -1.74673
C 3.34471 -0.15492 1.05488
N 2.16351 0.06117 0.29492
H 0.96888 -2.78567 -1.28872
H 0.21399 -2.92722 1.34540
H -2.86650 1.21122 1.37504
H -1.20160 2.71932 0.90557
H 2.66243 -0.87563 -1.42179
H 0.44773 2.65112 -0.53081
H 1.77530 1.87075 0.99212
H -3.95196 0.20841 -0.23365
H -4.09727 -1.33626 0.87746
H -3.44084 -1.38594 -0.83675
H -1.11894 0.24720 -1.51319
H 0.42546 0.56976 -2.31015
H -0.63057 1.77736 -2.19461
H 3.73540 -1.15008 0.84092
H 3.13247 -0.08369 2.16194
H 3.99034 0.65757 0.72797

***

Which structure wins on stability? entry a wins.

***

Entry a
29
Properties=species:S:1:pos:R:3 method="wB97M-V/def2-TZVPD" charge=+1 lumo_energy_ev=-5.817
C -1.84792 -1.10018 2.32779
C -3.30832 -0.53231 2.48390
C -3.10824 0.95436 2.44920
C -1.76884 1.27854 2.34649
C -0.97259 0.11354 2.23491
C 0.46359 0.08120 2.27568
C 1.20649 1.29582 2.25378
C 2.59211 1.28221 2.35903
C 3.28249 0.06848 2.48542
C 2.57125 -1.14209 2.46252
C 1.18706 -1.14405 2.34500
H -1.59002 -1.75977 3.16905
H -1.77300 -1.70915 1.41584
H -3.95890 -0.90550 1.67981
H -3.73572 -0.88136 3.43565
H -3.93551 1.65863 2.52177
H -1.35390 2.28801 2.34577
H 0.67090 2.24522 2.16085
H 3.13583 2.23048 2.34420
H 4.36584 0.06806 2.60375
H 3.10735 -2.09106 2.53594
H 0.63350 -2.08944 2.32233
C -0.32925 1.01279 -1.27763
N -0.93613 -0.15896 -0.70927
H -0.91099 1.32908 -2.15076
H -0.26429 1.84868 -0.56522
H 0.68230 0.75780 -1.61252
H -0.37603 -0.63841 -0.01619
H -1.90669 -0.04901 -0.43902

***

Entry b
29
Properties=species:S:1:pos:R:3 method="wB97M-V/def2-TZVPD" charge=+1 lumo_energy_ev=-6.148
C 3.35824 0.11677 0.40701
C 3.12864 0.97678 -0.65248
C 2.43259 -0.83017 0.77126
C 1.78080 0.97550 -1.14376
C 1.08979 -0.80152 0.38059
C 0.80409 0.12137 -0.65072
C -0.96986 -2.13378 0.05682
C -1.09930 -1.32393 -1.23555
C 0.06318 -1.61043 0.83715
C -0.66925 0.12189 -0.94877
C -0.90774 1.18930 1.32596
C -2.69703 1.31848 -0.02823
N -1.48111 0.54585 0.18687
H 4.34654 0.13124 0.97641
H 3.87871 1.66039 -1.02707
H 2.59138 -1.46913 1.63830
H 1.48919 1.75551 -1.85940
H -1.85917 -2.14271 0.71575
H -0.83957 -3.02553 -0.47353
H -0.39273 -1.51243 -2.06799
H -2.04138 -1.38512 -1.90804
H 0.22462 -2.01013 1.83874
H -0.89715 0.77958 -1.74050
H -0.53407 2.19448 1.08573
H -1.64969 1.18826 2.10245
H -0.10546 0.71959 1.73632
H -3.25462 0.63397 -0.67552
H -3.19514 1.53373 0.87752
H -2.59451 2.28218 -0.52532

***

Which structure wins on stability? entry a wins.

***

Entry a
47
Properties=species:S:1:pos:R:3 method="wB97M-V/def2-TZVPD" smiles="CCOc1ccc(N(CC(=O)Nc2ccc(C)cc2)S(C)(=O)=O)cc1" lumo_energy_ev=0.618
C -2.82508 -2.65843 -0.89168
C -1.85306 -3.80130 -0.61222
O -1.05466 -3.56398 0.53097
C -0.01832 -2.68889 0.46267
C 0.62647 -2.42733 1.67495
C 1.68544 -1.54918 1.73438
C 2.12812 -0.89265 0.58460
N 3.16961 0.04878 0.67874
C 2.96937 1.23279 1.49023
C 1.77001 1.99500 0.91872
O 1.90110 2.89872 0.11797
N 0.58562 1.47422 1.32069
C -0.69138 1.69640 0.78134
C -1.68102 0.75715 1.05862
C -2.95371 0.91748 0.54814
C -3.27158 2.01058 -0.24943
C -4.65875 2.19232 -0.78500
C -2.27557 2.94104 -0.51725
C -0.99723 2.79643 -0.01060
S 4.38250 0.11492 -0.46640
C 3.86940 1.27499 -1.76144
O 4.49921 -1.19558 -1.02733
O 5.51543 0.68859 0.19573
C 1.50549 -1.17180 -0.62223
C 0.44761 -2.06230 -0.68853
H -3.47475 -2.51232 -0.03247
H -2.29243 -1.72904 -1.08034
H -3.43515 -2.89970 -1.75765
H -2.40905 -4.71063 -0.36775
H -1.22618 -4.00707 -1.48773
H 0.27819 -2.93679 2.55978
H 2.18306 -1.36930 2.67566
H 3.88074 1.82449 1.39849
H 2.81615 0.96422 2.53995
H 0.63062 0.67542 1.94067
H -1.44545 -0.10438 1.66812
H -3.71243 0.18162 0.77145
H -5.24941 2.79251 -0.09211
H -5.15665 1.23343 -0.90823
H -4.64017 2.70780 -1.74225
H -2.50239 3.79896 -1.13317
H -0.23603 3.52534 -0.23099
H 3.29831 0.73728 -2.50551
H 3.29136 2.07721 -1.31745
H 4.78228 1.66451 -2.19297
H 1.85000 -0.69184 -1.52259
H -0.00564 -2.24970 -1.64855

***

Entry b
47
Properties=species:S:1:pos:R:3 method="wB97M-V/def2-TZVPD" smiles="COCCNC(=O)CN(c1ccc(C)cc1)S(=O)(=O)c1ccccc1" lumo_energy_ev=0.482
C -0.38447 -3.15496 -0.28172
O -1.09618 -2.26949 -1.10644
C -0.93970 -2.54827 -2.48262
C -1.48487 -1.36974 -3.29278
N -0.81172 -0.13796 -2.93984
C 0.51587 0.01979 -3.03564
O 1.28235 -0.80267 -3.49919
C 0.99938 1.36879 -2.48042
N 0.61441 1.59928 -1.10509
C 1.32757 1.04739 -0.04119
C 2.01661 -0.15521 -0.17107
C 2.66727 -0.70094 0.92043
C 2.64590 -0.07895 2.16072
C 3.34875 -0.67260 3.34416
C 1.97495 1.13364 2.27348
C 1.33207 1.69918 1.19036
S -0.74014 2.53216 -0.78982
O -0.38460 3.87101 -0.42374
O -1.58667 2.38571 -1.94882
C -1.53641 1.72797 0.59904
C -1.76800 0.36717 0.57105
C -2.43719 -0.21758 1.63462
C -2.86798 0.55713 2.69960
C -2.63629 1.92369 2.70893
C -1.96820 2.51496 1.64999
H -0.75876 -4.18103 -0.38463
H 0.68520 -3.14394 -0.52087
H -0.52628 -2.81358 0.74196
H -1.48266 -3.46666 -2.75251
H 0.12237 -2.68550 -2.72099
H -2.54800 -1.23968 -3.09281
H -1.33430 -1.59040 -4.35513
H -1.35696 0.65029 -2.60540
H 2.08878 1.41487 -2.56911
H 0.55584 2.17214 -3.07320
H 2.04926 -0.66217 -1.12137
H 3.19830 -1.63474 0.80194
H 2.70084 -0.66527 4.21884
H 4.23830 -0.09041 3.58449
H 3.65453 -1.69584 3.14188
H 1.96627 1.65024 3.22241
H 0.85400 2.66074 1.28128
H -1.43014 -0.23616 -0.25622
H -2.62479 -1.28005 1.62238
H -3.38912 0.09543 3.52506
H -2.97593 2.52742 3.53661
H -1.76946 3.57483 1.62140

***

Which structure wins on stability? entry a wins.